(1)
C5H22N2O5 | wB97M-V/def2-TZVPD

XYZ file:
```
34
Properties=species:S:1:pos:R:3:mulliken_charge:R:1
H 3.41 -0.53 2.26 0.2667
O -3.42 -0.15 -1.25 -0.6241
H -0.51 0.69 2.08 0.4706
C 0.11 1.45 -0.51 -0.3812
H -3.98 0.59 -1.35 0.3055
H 1.17 -0.36 0.71 0.0956
H -0.67 -2.47 -0.56 0.3068
H 1.69 -2.80 0.96 0.3486
N -0.96 2.00 -2.73 -0.5474
H -0.71 1.98 0.04 0.3250
H -3.82 -0.54 -0.40 0.3013
H -0.50 -2.83 1.10 0.3569
O 2.48 -0.73 2.36 -0.5281
O 0.55 -1.45 -3.76 -0.6277
O 1.30 1.85 3.73 -0.6182
N -0.18 0.01 -0.76 0.0860
H 1.36 0.89 3.83 0.2718
H 0.62 -0.83 -3.06 0.2585
C 0.00 -2.31 0.30 -0.7773
H 2.34 -0.79 3.33 0.2616
C -0.71 -0.27 1.78 -1.5949
H 1.43 2.02 2.80 0.3341
H 0.98 1.18 -2.54 0.2331
H 1.05 1.64 0.08 0.2194
H 0.75 2.95 -1.90 0.3975
H -1.48 2.75 -2.34 0.2646
C 0.13 -0.75 0.56 0.6423
H -1.80 -0.35 1.65 0.2090
O 1.28 -2.74 0.03 -0.5282
H -0.48 -1.03 2.56 0.4143
H 1.03 -2.05 -3.31 0.2766
H -1.55 1.16 -2.71 0.2515
C 0.29 1.91 -1.97 -0.8044
H -1.18 -0.09 -1.01 0.1344
```

Its SMILES is C[C@@H](CO)NCCN.O.O.O.O. As for the spin multiplicity: 1. The calculation puts the energy above the lowest of the compared OMol25 structures with the same formula, charge and spin at 63.0 kcal/mol.

=====

(2)
C4H14NO3 | wB97M-V/def2-TZVPD

XYZ file:
```
22
Properties=species:S:1:pos:R:3:mulliken_charge:R:1
H -0.59 1.70 -2.17 0.3164
H -2.63 -0.91 0.36 0.3047
H 2.20 -2.44 -0.23 0.3641
H -1.59 0.27 1.09 0.2520
H -1.43 2.45 -0.01 0.3070
O 1.71 -1.15 1.31 -0.7667
C 0.27 2.05 1.03 -0.6352
C -0.41 1.31 -1.17 -0.7215
H -2.52 0.50 -1.30 0.4164
N -0.42 2.44 -0.20 -0.4474
H 0.24 0.97 1.15 0.0923
H -1.17 -0.52 -1.80 0.3254
C -1.57 -0.56 0.34 -0.5806
H 0.52 0.76 -1.09 0.3162
H 0.10 2.58 1.96 0.2771
H 1.69 -1.66 2.12 0.2796
H 0.69 -1.22 1.05 0.3815
H 1.36 2.01 0.83 0.2979
C -1.50 0.19 -1.03 -0.5402
H 1.21 -1.79 -1.04 0.3439
O -0.67 -1.55 0.53 -0.8680
O 2.04 -2.25 -1.16 -0.7146
```

Its net charge is -1. As for the spin multiplicity: 1. The calculation puts the energy above the lowest of the compared OMol25 structures with the same formula, charge and spin at 31.8 kcal/mol.

=====

Number 1: Kohn-Sham gap 0.32254 Eh, LUMO level 0.05 eV, HOMO level -0.3206 Eh. Number 2: Kohn-Sham gap 0.29563 Eh, LUMO level 4.10 eV, HOMO level -0.1450 Eh.